Density functional theory data (wB97M-V/def2-TZVPD) for C31H46AuN6O3Se2 as an isolated structure.

Properties
Energy relative to the best compared isomer or geometry (same formula, charge and spin) ... 0.0 kcal per mole
Net charge ... +1
E_tot ... -182357.985 eV
LUMO energy ... -0.171 hartree

Last column: Mulliken charge in e.
Atoms and positions in Å:
Au (1.35, 1.39, -0.78)  1.469
C (3.87, 3.33, -2.74)  -1.506
C (2.41, 3.68, -2.50)  1.426
C (2.07, 5.10, -2.91)  -1.829
O (2.18, 3.52, -1.07)  -0.479
C (1.54, 2.70, -3.32)  0.206
O (1.53, 2.78, -4.52)  -0.609
O (0.82, 1.79, -2.67)  -0.164
H (4.51, 4.08, -2.26)  0.404
H (4.07, 3.31, -3.81)  0.400
H (4.11, 2.35, -2.32)  0.233
H (2.69, 5.79, -2.34)  0.448
H (1.02, 5.32, -2.73)  0.504
H (2.26, 5.24, -3.97)  0.404
H (1.46, 4.11, -0.82)  0.315
C (-3.93, -2.73, 2.92)  -1.369
C (-4.04, -1.55, 1.96)  -0.266
C (-2.92, -0.53, 2.13)  -0.677
C (-1.57, -1.00, 1.60)  -0.223
N (-1.56, -1.14, 0.14)  2.484
C (-1.47, -0.14, -0.75)  -2.864
Se (-1.33, 1.69, -0.35)  -0.320
N (-1.54, -0.64, -1.99)  2.752
C (-1.50, 0.10, -3.26)  -1.348
C (-2.83, 0.11, -3.99)  -0.642
C (-3.96, 0.87, -3.30)  -0.511
C (-4.64, 0.12, -2.15)  -0.768
C (-1.65, -2.02, -1.91)  0.327
C (-1.71, -3.00, -2.89)  -1.335
C (-1.82, -4.30, -2.46)  -1.129
C (-1.86, -4.63, -1.10)  -0.930
C (-1.78, -3.66, -0.12)  -0.774
C (-1.67, -2.34, -0.55)  0.870
H (-4.77, -3.42, 2.81)  0.391
H (-3.92, -2.39, 3.96)  0.366
H (-3.02, -3.32, 2.76)  0.247
H (-5.00, -1.05, 2.12)  0.473
H (-4.07, -1.90, 0.93)  0.110
H (-2.79, -0.31, 3.20)  0.552
H (-3.18, 0.41, 1.64)  0.286
H (-1.29, -1.97, 2.00)  0.515
H (-0.78, -0.30, 1.86)  -1.016
H (-0.71, -0.36, -3.85)  0.448
H (-1.16, 1.10, -3.02)  0.350
H (-3.16, -0.92, -4.19)  0.351
H (-2.63, 0.56, -4.96)  0.482
H (-4.72, 1.09, -4.05)  0.401
H (-3.59, 1.84, -2.95)  0.215
H (-4.88, -0.90, -2.44)  0.280
H (-5.56, 0.62, -1.86)  0.466
H (-4.02, 0.07, -1.25)  -0.088
H (-1.68, -2.75, -3.94)  0.567
H (-1.88, -5.10, -3.19)  0.450
H (-1.94, -5.67, -0.80)  0.508
H (-1.78, -3.92, 0.93)  0.414
C (0.88, 1.89, 4.80)  -0.657
C (0.11, 2.41, 3.60)  -0.707
N (0.63, 1.79, 2.40)  0.236
C (1.92, 1.44, 2.21)  1.121
N (2.30, 1.04, 1.00)  -0.659
C (3.70, 0.67, 0.76)  -0.742
C (4.34, 0.11, 2.02)  -0.587
C (4.18, 1.14, 3.12)  -0.741
N (2.76, 1.47, 3.26)  0.100
C (2.36, 2.09, 4.53)  -0.642
H (0.68, 0.83, 4.94)  0.269
H (0.59, 2.41, 5.70)  0.400
H (0.19, 3.50, 3.54)  0.395
H (-0.95, 2.15, 3.67)  0.353
H (0.04, 1.79, 1.57)  -0.661
H (4.26, 1.54, 0.41)  0.466
H (3.72, -0.07, -0.05)  0.357
H (5.40, -0.09, 1.84)  0.434
H (3.86, -0.82, 2.30)  0.178
H (4.75, 2.04, 2.90)  0.259
H (4.52, 0.75, 4.08)  0.470
H (2.61, 3.15, 4.51)  0.262
H (2.96, 1.63, 5.31)  0.395
Se (1.88, -0.82, -1.92)  -0.223
C (1.64, -2.20, -0.62)  0.582
C (1.53, -2.02, 0.75)  0.146
C (1.37, -3.13, 1.56)  -0.719
N (1.32, -4.39, 1.12)  -0.661
C (1.44, -4.55, -0.20)  -0.559
C (1.58, -3.51, -1.10)  -0.844
H (1.54, -1.03, 1.18)  0.332
H (1.26, -3.00, 2.64)  0.468
H (1.40, -5.57, -0.56)  0.433
H (1.64, -3.73, -2.16)  0.476